No. 1
DFT (ωB97M-V/def2-TZVPD) results for an isolated molecule of C22H17F3N2O3S.

The geometry in XYZ format:
```
48
C22H17F3N2O3S, DFT ωB97M-V/def2-TZVPD
F 4.59 -0.20 -2.02
C 4.04 -0.06 -0.80
F 4.52 -1.00 0.02
F 4.33 1.15 -0.31
S 1.88 -0.22 -1.06
N 1.94 0.17 0.91
C 1.60 1.43 1.33
O 1.30 2.38 0.62
C 1.64 1.38 2.85
C 1.94 -0.05 3.21
C 2.13 -0.77 1.89
O 2.38 -1.96 1.74
H 2.42 2.06 3.21
H 0.67 1.71 3.25
H 2.85 -0.15 3.81
H 1.10 -0.51 3.75
C 0.47 -5.59 0.04
C -0.14 -4.97 1.14
C -0.39 -3.61 1.12
C 0.01 -2.83 0.01
C -0.25 -1.37 0.11
C 0.18 -0.50 -1.07
N -0.65 0.76 -1.25
C -1.35 1.36 -0.29
C -2.21 2.44 -0.55
C -2.35 2.89 -1.91
C -3.33 3.85 -2.21
C -4.13 4.39 -1.21
C -3.94 4.01 0.14
C -2.99 3.05 0.46
C -1.49 2.30 -2.87
C -0.62 1.30 -2.50
O -0.75 -0.90 1.12
C 0.62 -3.45 -1.08
C 0.83 -4.83 -1.08
H 0.66 -6.67 0.05
H -0.43 -5.55 2.02
H -0.87 -3.11 1.96
H 0.04 -1.06 -2.00
H -1.30 0.95 0.71
H -3.46 4.15 -3.26
H -4.90 5.13 -1.45
H -4.55 4.46 0.92
H -2.82 2.73 1.49
H -1.52 2.61 -3.90
H 0.07 0.82 -3.19
H 0.94 -2.84 -1.93
H 1.29 -5.30 -1.95
```

Calculated values
highest occupied orbital energy = -6.5191 eV
molecular weight = 446.45 Da

No. 2
DFT (ωB97M-V/def2-TZVPD) results for a structure of composition C10H20Br6O4Sr4.

The geometry in XYZ format:
```
44
C10H20Br6O4Sr4, DFT ωB97M-V/def2-TZVPD
Sr 2.14 2.86 1.18
Sr -1.27 0.98 3.43
Sr -1.84 4.10 1.14
Sr 2.51 -0.62 3.52
O -0.47 1.87 0.97
C -0.07 0.71 0.21
C -0.19 -0.64 1.00
O 0.24 -0.80 2.32
H 0.98 0.90 0.01
H -0.51 0.70 -0.79
H 0.33 -1.41 0.44
H -1.23 -0.92 0.84
O 0.35 4.39 2.36
C 0.52 4.23 3.78
C 1.46 3.01 4.35
O 1.15 1.66 4.07
H -0.49 4.10 4.17
H 0.79 5.23 4.10
H 1.36 3.16 5.43
H 2.45 3.27 3.99
Br 2.85 -4.58 -2.44
C 3.89 -3.02 -1.63
C 2.99 -2.29 -0.57
Br 2.99 -3.49 1.09
H 4.19 -2.42 -2.50
H 4.70 -3.50 -1.08
H 1.93 -2.19 -0.81
H 3.29 -1.30 -0.22
Br -3.06 -3.19 0.87
C -4.04 -4.20 -0.54
C -3.02 -5.32 -0.97
Br -3.77 -6.37 -2.44
H -4.39 -3.49 -1.28
H -4.91 -4.67 -0.07
H -2.95 -6.04 -0.15
H -2.05 -4.99 -1.33
Br -1.46 3.87 -1.93
C -0.60 2.78 -3.38
C -1.14 3.25 -4.71
Br 0.03 2.58 -6.15
H -0.84 1.73 -3.26
H 0.48 2.90 -3.31
H -1.19 4.33 -4.84
H -2.15 2.88 -4.87
```

Calculated values
highest occupied orbital energy = -16.4644 eV
total charge = +4
molecular weight = 1034.17 Da

No. 3
DFT (ωB97M-V/def2-TZVPD) results for a cluster of 2 separate species, C4H11NO2 in total.

The geometry in XYZ format:
```
18
C4H11NO2, DFT ωB97M-V/def2-TZVPD
C -1.35 1.24 1.65
C -0.12 1.70 0.82
O -0.15 2.80 0.28
O 0.97 0.87 1.00
H -2.16 1.80 1.26
H -1.28 1.56 2.68
H -1.55 0.16 1.51
H 1.61 1.20 0.24
C 0.98 -2.09 -0.58
C -0.20 -1.12 -0.92
N 0.49 0.15 -1.28
H 1.93 -1.49 -0.27
H 1.27 -2.64 -1.39
H 0.70 -2.87 0.12
H -0.93 -1.49 -1.61
H -0.71 -1.02 0.00
H 0.57 0.22 -2.33
H -0.09 1.02 -1.17
```

Calculated values
highest occupied orbital energy = -9.7236 eV
SMILES = CC(=O)O.CCN
molecular weight = 105.14 Da

No. 4
DFT (ωB97M-V/def2-TZVPD) results for a cluster of 2 separate species, C4H14N2O in total.

The geometry in XYZ format:
```
21
C4H14N2O, DFT ωB97M-V/def2-TZVPD
C 0.58 -1.61 0.31
C 0.59 -0.29 -0.34
C -0.73 0.10 -1.02
C -1.02 0.00 -2.31
N -1.63 0.94 -0.17
N 1.76 -1.94 1.18
H -0.32 -1.80 0.94
H 0.39 -2.35 -0.44
H 0.93 0.57 0.26
H 1.42 -0.30 -1.09
H -1.62 0.76 -2.81
H -0.47 -0.60 -3.04
H -2.54 0.51 -0.01
H -1.75 1.85 -0.72
H -1.12 1.40 0.67
H 2.53 -2.42 0.70
H 2.18 -1.14 1.68
H 1.30 -2.48 1.91
H 0.79 3.01 1.16
H -0.01 2.82 2.28
O 0.14 2.34 1.44
```

Calculated values
highest occupied orbital energy = -18.2339 eV
total charge = +2
molecular weight = 106.17 Da